(1)
This record from the Open Molecules 2025 dataset describes a cluster of 7 separate species, C24H51ClN3O13 in total in a non-equilibrium geometry. The level of theory is ωB97M-V with the def2-TZVPD basis set.

The LUMO energy comes out at 2.223 eV. The highest occupied orbital energy comes out at -7.233 eV.

The geometry in ORCA input format:
```
! RIJCOSX wB97M-V def2-TZVPD def2/J DEFGRID3
* xyz -1 1
H 0.68 5.51 2.42
H -4.32 -1.32 -1.02
H 1.69 1.36 -2.58
C -2.45 0.29 0.40
C 2.42 -5.15 0.62
H -0.38 -1.56 -5.13
C -1.58 -4.59 -1.18
O -1.53 -3.21 -1.50
C 2.26 1.82 -3.39
O -3.40 3.84 5.97
H -1.66 -4.68 -0.10
H -2.62 0.01 -0.65
C -1.07 1.76 4.55
H -0.98 0.67 4.53
Cl 1.60 1.81 0.56
H -4.28 -1.85 1.97
H -2.39 -3.28 -3.40
N -4.51 -3.31 -0.49
H 0.38 -1.29 -1.75
C 1.91 1.43 -4.83
H 0.96 0.92 -4.97
C 2.00 2.78 -5.55
C -1.48 -2.95 -2.87
H -1.63 4.53 3.78
O -3.50 -0.18 1.20
H -1.44 0.06 0.76
H 2.36 -2.69 -0.43
O 0.59 5.76 4.44
H -6.64 -2.33 0.60
H 3.35 6.17 3.84
O -2.04 2.15 5.54
C 3.23 -3.27 -0.76
H -6.60 -1.43 -0.90
C 2.64 5.49 3.38
C 4.59 -1.71 0.27
H 3.50 -2.88 -1.76
H -2.13 -1.71 -5.12
H -4.58 -3.89 0.34
H -0.04 2.08 4.72
H 2.63 0.75 -5.28
H 4.54 -1.15 -0.68
H -1.37 -0.13 -4.87
C -6.12 -1.53 0.07
C -2.64 3.31 5.21
H -6.15 -0.57 0.59
H 3.19 3.79 4.68
H -0.69 -3.56 -3.35
C -4.65 -1.89 -0.14
H 2.80 3.75 -2.64
H -2.15 1.78 2.62
O 1.75 0.46 0.08
H 3.96 -5.55 -2.28
C 2.81 -4.73 -0.79
H -2.54 1.38 0.33
C -2.31 3.67 3.81
O 4.37 -3.09 0.05
C -1.57 2.43 3.28
C 2.33 4.22 4.17
C -1.29 -1.19 -4.65
H 1.80 3.53 3.52
N 0.07 -1.02 -2.68
H 3.14 -4.86 1.39
H 3.78 -1.29 0.87
C -3.74 -1.57 1.06
H 3.54 -6.58 -1.08
H -0.73 2.70 2.62
H -2.03 -0.99 -2.60
C -1.22 -1.48 -3.16
O 1.57 1.83 2.01
O 2.70 2.65 0.19
O 0.36 2.30 0.01
H 0.18 -0.02 -2.68
H -2.45 -5.06 -1.65
H 3.30 1.53 -3.22
H 1.94 -4.87 -1.43
N 3.87 -5.64 -1.28
H -0.70 -5.09 -1.59
H -2.83 -2.17 1.02
H 1.14 3.59 -2.85
H 2.32 -6.24 0.70
C 1.17 4.69 5.05
H 1.47 -4.75 1.00
H -3.56 -3.44 -0.83
O 2.09 2.93 -6.75
H 1.30 7.14 3.07
O 0.74 4.27 6.08
C 1.24 6.06 3.17
H -3.15 3.87 3.15
O 2.14 3.78 -4.69
H 3.07 5.18 2.43
C 2.08 3.33 -3.34
H 5.55 -1.58 0.76
*
```



(2)
This record from the Open Molecules 2025 dataset describes a cluster of 11 separate species, C41H110N6O12 in total in a non-equilibrium geometry. The level of theory is ωB97M-V with the def2-TZVPD basis set.

The LUMO energy comes out at 0.111 eV. The structure (SMILES) is COC[C@H](C)N.COC[C@H](C)N.COC[C@H](C)N.COC[C@H](C)N.COC[C@H](C)N.COCCNCCOC.CC(C)O.CC(C)O.CC(C)O.CC(C)O.CC(C)O. The highest occupied orbital energy comes out at -8.684 eV.

The geometry in ORCA input format:
```
! RIJCOSX wB97M-V def2-TZVPD def2/J DEFGRID3
* xyz 0 1
H 3.30 8.62 -5.67
O 0.27 -9.14 -2.46
C 1.79 7.50 0.84
H 1.49 6.78 -5.56
H 2.61 10.32 0.90
H -2.87 -2.30 9.22
H -0.51 -10.52 -0.48
C 3.89 0.15 -7.38
H 6.58 0.43 -7.11
C -0.26 -7.82 7.04
H 0.49 -3.82 -6.33
H 6.70 0.38 -5.31
C 2.02 -5.32 -6.09
H -7.16 -1.87 -0.67
H 3.79 1.32 -4.69
C -5.95 2.57 3.00
H -5.94 -5.57 -1.49
C -0.89 -2.44 1.31
H 7.08 8.95 -6.02
C 1.50 -8.60 -0.49
C -6.97 -2.94 -0.66
H -0.56 -8.81 6.71
H -1.59 -1.97 2.01
H 2.93 -4.74 -6.23
C 5.43 -3.74 0.92
H 3.96 -0.80 -7.90
H 0.29 -0.11 1.24
H 4.57 12.01 -1.63
H 6.41 -1.08 -6.18
C -6.49 -4.06 6.98
H -3.97 -4.58 9.28
H -0.21 -8.85 9.71
H 0.87 -0.98 -1.81
C -0.50 -0.24 0.49
C -4.47 -3.97 8.53
H 4.68 9.03 1.09
H 0.56 -10.04 -2.35
C -1.13 0.54 -1.90
O -5.37 3.77 2.55
H -1.10 -3.46 0.99
H -0.50 -4.99 -8.39
H 4.50 4.94 -6.45
H 2.84 0.38 -7.17
H -5.20 1.78 3.01
H 1.97 -5.61 -5.03
H -6.24 8.16 -0.68
H -5.01 -3.17 9.04
C -5.76 6.04 1.77
H 4.27 11.96 0.05
C -5.86 8.46 1.36
O 4.51 1.43 -5.32
H -3.93 8.41 -2.22
N -6.08 -5.88 8.55
H -0.72 1.10 -2.74
H -4.29 -5.07 -1.51
H -5.37 9.58 -0.46
H 2.01 6.46 1.09
H 1.21 8.02 1.60
N 4.28 5.67 -7.12
H 2.30 -6.27 -6.54
H -4.89 -2.68 -1.19
H 0.12 1.52 -0.43
C -5.43 8.56 -0.07
H -6.77 -5.45 9.16
H -6.54 -6.44 7.85
H 2.85 12.14 -1.13
H 5.16 6.17 -7.18
H 1.74 -0.23 -0.62
C 6.03 8.97 -5.75
C 5.02 -0.37 2.30
O -0.34 -5.47 -5.93
H 1.44 -8.71 8.01
H -4.79 6.23 2.22
H 6.12 -2.59 -0.64
H -5.03 8.54 2.07
C 3.08 8.30 0.37
C 5.52 -2.62 1.94
H 4.23 -0.54 -5.39
H 4.81 7.49 1.07
C 4.01 7.80 -5.77
H -4.74 -5.34 7.08
H -6.60 9.22 1.62
H -5.94 -3.24 6.51
O 5.20 8.17 -6.53
H 5.18 -2.93 2.93
H -7.29 -3.69 7.62
H 4.53 0.48 1.84
N -6.58 7.25 1.76
C 3.82 11.69 -0.90
C -5.43 -4.85 7.76
H -1.16 -7.44 7.51
H -6.63 5.07 3.37
C 2.76 9.78 -0.03
C -5.68 -3.41 -1.36
C 4.66 0.22 -6.04
H -7.87 -3.48 -0.98
H -7.05 7.45 2.63
C 5.85 -5.07 1.48
C -3.81 7.56 -1.54
H -6.80 -3.32 0.34
H 6.01 -4.07 -1.02
H 0.07 -2.39 1.83
C 0.71 -4.85 -6.62
H -5.12 -5.08 0.01
H 5.10 -5.33 2.23
H 4.19 0.84 -8.17
O -4.15 7.86 -0.20
H 1.79 9.78 -0.53
H -1.82 -9.34 -0.66
O 4.88 -1.47 1.49
O -5.94 -3.35 -2.79
N 6.31 -3.50 -0.24
H -2.75 7.33 -1.66
H -1.34 -0.45 -2.29
H 2.88 7.01 -7.51
C 0.55 -4.93 -8.12
H -0.20 -7.50 -1.29
H 6.56 -2.34 2.13
N 4.15 8.21 1.33
H -0.03 -6.28 -5.52
O -3.60 -3.30 7.54
H 0.99 -7.87 10.33
H 1.02 -5.78 -8.62
H -7.06 -4.68 6.28
C 2.21 6.00 -5.78
H 2.59 5.69 -4.81
C -6.40 4.75 2.35
H 6.03 8.71 -4.69
H 0.07 -7.30 6.14
C 0.23 -7.87 9.55
H -6.80 2.19 2.43
H 6.83 -5.13 1.96
H 5.74 10.02 -5.79
H -2.02 1.11 -1.63
H -1.73 -2.95 8.29
O 3.72 10.27 -0.94
C -0.77 -9.47 -0.36
H -7.08 4.23 1.69
H -5.16 -3.58 -3.29
H 6.08 -0.16 2.47
H -2.62 -1.58 7.54
H 1.92 -9.60 -0.41
H 1.64 5.19 -6.24
C -5.25 -4.85 -1.05
H 4.38 7.38 -4.84
H 4.42 -3.72 0.52
H -0.55 -7.13 9.67
H 3.36 7.84 -0.58
H 2.15 -7.87 -0.99
H -0.73 -9.27 0.71
H 0.77 -4.01 -8.66
N 1.13 -0.09 -1.41
H 1.05 7.42 0.05
O -0.73 -1.55 0.20
C 6.19 -0.01 -6.19
H -6.33 2.64 4.02
C -2.70 -2.48 8.15
H -1.44 0.27 0.72
C -0.05 0.50 -0.77
C 0.82 -7.82 8.13
H 5.72 -5.93 0.83
H -5.46 5.83 0.75
H 4.54 -0.43 3.28
C 0.16 -8.52 -1.19
O 1.73 -6.69 8.02
C 3.33 6.64 -6.59
H 1.34 -8.23 0.52
H 1.97 -6.49 8.93
H -4.45 6.72 -1.82
*
```